No. 1
4
Properties=species:S:1:pos:R:3 method="wB97M-V/def2-TZVPD" de_lowest_kcal_mol=24.5 e_lumo_ev="-1.13 / -4.18" s2=8.77 orbital_gap_ev="9.77 / 6.43" spin_multiplicity=6
Fe -35.49 12.90 -9.32
Cl -36.58 15.03 -9.73
Cl -36.99 11.57 -10.22
Cl -33.46 14.16 -8.37

No. 2
8
Properties=species:S:1:pos:R:3 method="wB97M-V/def2-TZVPD" de_lowest_kcal_mol=52.5 e_lumo_ev="0.70 / -2.91" s2=2.01 orbital_gap_ev="6.60 / 7.16" spin_multiplicity=3
N -0.15 0.06 -0.34
N 0.43 0.35 -1.47
N 1.20 -0.91 -2.11
Cl 1.63 1.53 -1.29
Cl 2.58 -1.50 -1.23
Cl 1.66 -0.64 -3.61
H 0.39 -0.33 0.45
H -1.10 -0.17 -0.55

No. 3
8
Properties=species:S:1:pos:R:3 method="wB97M-V/def2-TZVPD" de_lowest_kcal_mol=31.9 e_lumo_ev=-1.00 orbital_gap_ev=8.72
Si 0.01 -0.67 -1.16
Si 0.02 0.56 1.14
Cl 1.71 1.54 0.87
Cl -0.83 -0.40 2.87
Cl -0.78 -0.04 -3.06
H 1.37 -0.81 -1.55
H -0.62 -1.87 -0.49
H -0.89 1.69 1.39

No. 4
16
Properties=species:S:1:pos:R:3 method="wB97M-V/def2-TZVPD" de_lowest_kcal_mol=139.3 e_lumo_ev=-4.43 orbital_gap_ev=1.77 charge=-1
Hg -1.39 2.20 3.50
Cl 0.83 0.36 -5.12
O 2.18 -0.13 -4.94
O 1.23 1.26 -6.14
O -0.01 -0.61 -5.71
O 0.29 0.78 -3.86
Cl 0.45 0.88 0.24
O 1.45 1.79 -0.24
O -0.64 1.24 1.15
O -0.05 0.33 -0.98
O 1.06 -0.20 1.01
Cl -1.03 -1.56 4.20
O -2.27 -2.20 4.06
O -0.23 -1.82 3.16
O -1.32 -0.21 4.18
O -0.54 -2.10 5.48

No. 5
6
Properties=species:S:1:pos:R:3 method="wB97M-V/def2-TZVPD" de_lowest_kcal_mol=44.1 e_lumo_ev="-1.59 / -1.59" orbital_gap_ev="7.80 / 7.79"
O -0.96 2.91 -0.14
P 0.91 -1.20 0.36
S -1.79 3.14 1.05
Cl 1.57 -3.08 -0.01
Cl 1.35 -0.30 -1.39
Cl -1.08 -1.47 0.14

No. 6
22
Properties=species:S:1:pos:R:3 method="wB97M-V/def2-TZVPD" de_lowest_kcal_mol=10.1 e_lumo_ev="4.44 / -0.75" s2=0.76 orbital_gap_ev="8.43 / 3.22" spin_multiplicity=2 charge=-2
Sr -1.19 -0.60 -0.67
F -1.98 -2.89 0.64
Cl 1.93 -1.94 1.60
O 2.70 -1.03 2.44
O 1.33 -3.08 2.35
O 0.89 -1.46 0.81
O 3.00 -2.36 0.73
Cl -4.04 1.05 1.22
O -4.84 0.35 2.14
O -4.71 0.82 -0.05
O -3.89 2.56 1.51
O -2.73 0.44 1.18
Cl 2.05 -1.07 -3.15
O 2.32 -0.82 -4.50
O 2.76 -2.26 -2.75
O 2.23 0.06 -2.41
O 0.66 -1.18 -2.76
Cl 0.61 2.67 0.35
O 0.36 3.71 1.26
O 1.59 1.86 1.04
O -0.45 1.94 -0.23
O 1.42 3.22 -0.75